Record 1
ORCA calculation (ωB97M-V/def2-TZVPD) on a structure of composition C32H73AlClO6.

- total charge = -1
- energy (eV) = -65771.54740

Element x y z (Å)
C: -3.47720 3.06194 3.23899
C: -3.55281 4.19730 4.22466
C: -4.27036 3.92223 5.52165
C: -3.01001 5.39249 3.99726
C: -2.43960 5.88531 2.68931
C: -3.39160 5.80180 1.47478
C: -3.03737 4.80898 0.35201
C: -3.89676 5.14953 -0.86522
C: -1.54230 4.80049 0.01118
C: -1.17589 4.12477 -1.31651
Al: -1.45898 2.12279 -1.26367
C: 0.15144 1.47235 -0.14632
C: -0.06080 0.36969 0.80174
O: -1.01369 -0.26128 1.08675
Cl: 1.52427 -0.12032 1.71294
H: -4.34055 3.01758 2.57016
H: -2.59413 3.15518 2.60752
H: -3.42050 2.11383 3.77395
H: -4.16235 2.88804 5.84881
H: -5.33613 4.13761 5.40643
H: -3.90344 4.58424 6.30842
H: -2.93890 6.07397 4.84206
H: -2.16659 6.93114 2.84146
H: -1.49914 5.37083 2.47685
H: -4.38524 5.53590 1.84903
H: -3.49550 6.79165 1.02005
H: -3.32611 3.79978 0.64903
H: -3.54363 6.07332 -1.33618
H: -3.86007 4.35963 -1.61312
H: -4.93588 5.31437 -0.56762
H: -1.02735 4.23611 0.80076
H: -1.14768 5.82621 0.08841
H: -0.09403 4.25909 -1.46185
H: -1.64833 4.61275 -2.17346
H: -1.34785 1.43228 -2.73619
H: -2.86856 1.73177 -0.55926
H: 0.94791 1.14331 -0.81905
H: 0.56874 2.30774 0.42604
C: 7.23735 0.01717 -1.87473
C: 6.36317 1.26097 -1.84726
O: 5.25202 1.20461 -2.71814
C: 4.32277 0.16064 -2.45684
C: 3.69417 0.21531 -1.07685
H: 7.53439 -0.21717 -2.89829
H: 8.13624 0.18330 -1.27882
H: 6.72349 -0.85203 -1.46254
H: 6.93982 2.12373 -2.18383
H: 6.04081 1.47165 -0.82097
H: 4.79322 -0.81626 -2.62334
H: 3.55438 0.27760 -3.22143
H: 4.41623 0.01565 -0.28348
H: 2.90773 -0.53400 -0.99395
H: 3.25502 1.19523 -0.89100
C: -0.57560 -2.01310 3.84557
C: -1.14637 -2.88682 4.94550
O: -0.18201 -3.69468 5.61275
C: 0.86315 -2.98599 6.24847
C: 0.39793 -2.04194 7.34538
H: 0.00242 -2.60487 3.13587
H: -1.37707 -1.51867 3.29941
H: 0.07913 -1.23435 4.23734
H: -1.85988 -3.59937 4.53032
H: -1.69420 -2.27512 5.67282
H: 1.46808 -2.44285 5.51374
H: 1.50380 -3.75633 6.68130
H: -0.17011 -1.20122 6.94552
H: 1.26117 -1.63725 7.87561
H: -0.23571 -2.57085 8.05989
C: 1.61539 2.40964 -6.03951
C: 0.19686 2.22015 -5.52566
O: -0.75168 1.97174 -6.55409
C: -0.54657 0.78493 -7.29220
C: -0.59591 -0.48238 -6.45467
H: 1.64371 3.17720 -6.81558
H: 2.26371 2.71817 -5.21804
H: 2.03021 1.49084 -6.45892
H: -0.14155 3.13333 -5.03768
H: 0.15694 1.43744 -4.76402
H: 0.39702 0.82975 -7.85177
H: -1.35063 0.76934 -8.03017
H: 0.24443 -0.54969 -5.76276
H: -0.56271 -1.35665 -7.10828
H: -1.51260 -0.51343 -5.86428
C: -1.96229 -1.43976 -12.11296
C: -1.29657 -2.54288 -11.30692
O: -1.57855 -2.49327 -9.92197
C: -2.94208 -2.62835 -9.56158
C: -3.56103 -3.95226 -9.97770
H: -1.73259 -0.46413 -11.68282
H: -1.59949 -1.46257 -13.14156
H: -3.04713 -1.55052 -12.14283
H: -0.21273 -2.44490 -11.37356
H: -1.55529 -3.52506 -11.72095
H: -3.52981 -1.79089 -9.95474
H: -2.95443 -2.53988 -8.47541
H: -3.64836 -4.04345 -11.06161
H: -4.56350 -4.03928 -9.55716
H: -2.95613 -4.78449 -9.61515
C: 3.81694 -6.92192 11.39232
C: 3.03091 -5.68757 10.98161
O: 3.48161 -5.08971 9.78154
C: 3.40990 -5.90550 8.62370
C: 2.00533 -6.36551 8.27550
H: 4.88466 -6.70030 11.42417
H: 3.49862 -7.25018 12.38278
H: 3.66315 -7.75375 10.70364
H: 3.14120 -4.91068 11.73870
H: 1.96212 -5.92329 10.91899
H: 4.08047 -6.76799 8.71887
H: 3.80598 -5.28328 7.82102
H: 1.60718 -7.06232 9.01505
H: 2.00796 -6.87186 7.30999
H: 1.32876 -5.51218 8.21688

Forces on the atoms, in the same order (eV/Å):
-0.104 0.195 -0.066
0.139 -0.086 0.075
0.114 0.244 0.023
0.107 -0.142 0.024
0.107 0.093 0.136
-0.063 -0.309 0.105
-0.126 0.149 -0.200
0.071 0.179 0.021
0.088 -0.156 -0.001
0.161 -0.188 0.086
-0.180 -0.006 -0.149
-0.168 0.028 -0.007
-0.546 0.028 -0.219
0.213 0.010 0.048
0.273 -0.061 0.186
-0.050 -0.049 0.052
-0.017 -0.059 -0.022
0.004 -0.052 -0.046
0.008 -0.020 0.004
-0.055 -0.172 0.004
-0.013 -0.035 0.042
-0.290 0.140 -0.071
0.085 -0.007 -0.026
-0.021 -0.037 -0.037
-0.060 0.104 -0.052
0.112 0.043 0.017
0.101 -0.004 0.025
0.003 0.009 -0.001
-0.052 -0.038 0.011
-0.038 -0.090 -0.022
0.034 0.121 0.074
-0.097 0.063 -0.092
0.003 0.017 -0.076
-0.044 0.060 0.035
0.075 -0.006 0.026
0.029 0.007 0.056
0.071 0.077 0.013
0.109 -0.035 0.006
-0.042 -0.036 -0.027
0.021 0.045 0.044
0.023 -0.021 -0.040
-0.058 -0.037 0.001
0.138 0.051 -0.050
0.018 0.010 0.003
0.007 0.009 -0.006
0.005 0.009 0.022
-0.004 0.000 -0.007
-0.008 -0.017 -0.002
0.010 0.006 0.001
0.000 0.022 0.002
-0.017 -0.040 0.003
-0.019 0.010 0.002
-0.027 -0.007 0.005
0.037 -0.073 0.154
-0.051 0.019 -0.052
-0.025 -0.028 0.052
0.101 0.010 0.021
-0.077 0.007 -0.034
-0.018 0.004 -0.023
0.000 -0.001 -0.030
-0.019 0.029 -0.026
0.015 -0.013 -0.004
0.012 -0.004 0.011
-0.030 0.015 -0.009
0.005 -0.008 -0.023
0.024 0.012 -0.006
0.006 -0.015 0.008
0.023 -0.004 0.018
-0.021 -0.055 -0.053
0.065 0.051 0.064
0.030 0.060 -0.066
-0.030 -0.060 -0.012
-0.004 -0.025 0.035
0.006 0.020 0.020
0.001 0.010 0.001
0.009 -0.008 0.029
-0.064 -0.014 -0.011
-0.019 -0.001 -0.002
0.008 0.007 0.018
-0.003 -0.003 0.002
0.014 -0.005 -0.019
-0.011 0.012 -0.020
-0.006 0.008 -0.007
-0.043 0.011 0.044
0.017 0.008 -0.044
0.036 -0.010 0.045
-0.045 0.019 0.040
0.050 -0.005 -0.059
0.016 0.002 -0.013
0.013 0.004 0.001
0.003 -0.015 -0.018
0.001 0.001 0.010
-0.020 0.004 0.006
0.002 -0.011 -0.022
0.027 0.007 0.002
-0.024 0.015 0.001
0.004 -0.003 0.017
-0.018 -0.003 0.026
0.024 -0.009 -0.057
-0.036 0.005 0.041
0.026 0.010 0.004
0.012 -0.023 -0.072
-0.035 0.029 0.105
-0.001 0.003 0.021
0.004 0.009 0.008
-0.020 -0.005 0.012
0.006 0.005 -0.005
0.005 -0.010 -0.013
-0.005 0.001 0.018
-0.007 0.015 0.007
0.015 -0.028 -0.022
0.000 0.022 -0.016
-0.015 -0.014 -0.038

***

Record 2
ORCA calculation (ωB97M-V/def2-TZVPD) on a cluster of 7 separate species, C32H74N7O7 in total in a non-equilibrium geometry.

- total charge = -1
- energy (eV) = -59144.18808

Element x y z (Å)
C: -0.26448 -0.42569 -0.04645
O: -0.91231 -0.70058 -1.22897
H: -0.30642 -1.35107 0.52802
H: 0.76916 -0.13320 -0.23117
H: -0.65498 0.43140 0.50221
C: 2.36767 4.07434 1.17113
C: 2.16470 2.61212 0.61121
O: 0.95849 2.70908 -0.22210
H: 3.07441 4.01593 1.99890
H: 1.53397 4.52260 1.71159
H: 2.55674 4.86656 0.44673
H: 1.89907 1.96862 1.44993
H: 3.04358 2.27307 0.06285
H: 0.85172 1.86122 -0.65951
C: -2.14202 1.79732 -3.71879
O: -2.57839 2.38363 -4.68132
N: -2.18411 2.31156 -2.46989
N: -1.62858 0.57884 -3.83129
H: -1.69290 1.65760 -1.87732
H: -2.53061 3.21857 -2.19174
H: -1.55929 0.09555 -2.94714
H: -2.02948 0.16318 -4.65991
C: -4.59371 -0.81175 -0.46294
O: -5.85064 -0.88815 -0.48238
N: -3.79888 0.18610 -0.87414
N: -3.94555 -1.72970 0.22092
H: -2.80711 0.00481 -0.93432
H: -4.20450 1.10775 -0.95251
H: -4.48094 -2.50818 0.57787
H: -2.94058 -1.65618 0.15206
C: -3.22605 5.15042 6.46531
C: -3.08739 5.26798 4.98325
C: -1.66369 5.87018 4.73976
C: -1.12002 5.86809 3.27583
C: -1.24416 4.42848 2.81586
C: -2.68800 3.71454 2.99733
N: -3.16142 3.90959 4.36667
O: -4.38251 3.32627 4.54286
C: -3.58736 4.27850 1.88607
C: -2.34471 2.19382 2.88896
C: -4.13555 6.30937 4.49615
H: -4.16912 4.69351 6.76523
H: -3.15632 6.09780 6.99984
H: -2.48196 4.42548 6.79530
H: -1.69654 6.89409 5.11209
H: -0.95858 5.44194 5.45218
H: -0.10062 6.25336 3.25370
H: -1.70487 6.61729 2.74222
H: -0.52197 3.96143 3.48550
H: -0.92774 4.37514 1.77417
H: -3.16319 4.11324 0.89569
H: -4.59008 3.92405 2.12489
H: -3.64644 5.36338 1.97360
H: -1.91077 1.96594 1.91537
H: -1.56434 1.99337 3.62309
H: -3.11139 1.45165 3.11141
H: -4.49554 7.02128 5.23890
H: -5.03311 5.77086 4.19201
H: -3.69834 6.89624 3.68836
H: -4.34665 2.78518 5.33503
C: 5.47609 -0.95505 -3.94155
C: 4.08964 -1.76039 -3.98082
C: 3.18107 -1.20385 -2.79492
C: 2.74102 0.24974 -3.09308
C: 1.87070 0.14424 -4.32587
C: 2.64748 -0.35340 -5.57348
N: 3.42736 -1.56826 -5.28574
O: 4.16899 -1.88565 -6.40131
C: 1.58674 -0.65329 -6.69507
C: 3.46769 0.87689 -6.10500
C: 4.37721 -3.31830 -3.97595
H: 5.78114 -0.87216 -2.89839
H: 5.38753 0.08154 -4.26669
H: 6.24456 -1.45911 -4.52762
H: 2.32115 -1.87362 -2.78758
H: 3.72588 -1.24299 -1.85166
H: 3.58292 0.92908 -3.22654
H: 2.16799 0.55280 -2.21679
H: 1.55996 1.18552 -4.41118
H: 1.02164 -0.51521 -4.14610
H: 2.07787 -0.99747 -7.60525
H: 0.91931 -1.44280 -6.34964
H: 1.04132 0.23292 -7.01949
H: 3.75879 1.44833 -5.22363
H: 4.26641 0.63296 -6.80546
H: 2.86716 1.57220 -6.69152
H: 4.78710 -3.71277 -4.90572
H: 3.47202 -3.82744 -3.64502
H: 5.07149 -3.68946 -3.22208
H: 3.71407 -2.57446 -6.89141
C: 2.34493 -3.48008 0.30071
C: 1.44530 -4.65220 0.79613
C: 2.10496 -5.03572 2.11653
C: 1.28335 -5.86570 3.03982
C: -0.02801 -5.21322 3.29642
C: -0.79563 -4.87977 2.04123
N: 0.09586 -4.23186 1.02814
O: -0.48119 -3.80705 -0.09986
C: -1.42062 -6.16711 1.53452
C: -1.95634 -3.93259 2.43096
C: 1.54559 -5.74330 -0.16527
H: 3.38730 -3.78645 0.38851
H: 2.11417 -2.50852 0.73765
H: 2.35045 -3.30446 -0.77504
H: 3.01052 -5.61233 1.92787
H: 2.47994 -4.15394 2.63611
H: 1.90140 -5.98735 3.92938
H: 1.14005 -6.88691 2.68668
H: 0.16387 -4.24280 3.75422
H: -0.53187 -5.88821 3.98824
H: -2.27784 -6.57157 2.07276
H: -1.89149 -6.09132 0.55440
H: -0.70206 -6.98635 1.55931
H: -2.35282 -4.16591 3.41912
H: -1.63692 -2.89929 2.56650
H: -2.65051 -3.77322 1.60584
H: 2.57019 -6.01198 -0.42238
H: 0.99617 -5.61328 -1.09764
H: 1.12454 -6.64536 0.27867
H: -0.33164 -2.86090 -0.16340

Forces on the atoms, in the same order (eV/Å):
-0.501 -0.305 -1.509
-0.910 0.667 -0.372
0.481 0.198 1.315
0.995 -0.219 0.189
-0.494 0.130 0.680
-0.155 -0.804 0.499
-2.128 2.477 0.148
1.366 -0.036 0.339
0.769 0.226 -0.415
-0.817 -0.791 -0.172
0.718 -0.481 -0.285
0.445 -0.245 0.032
-0.090 -0.066 -0.040
-0.208 -0.246 -0.128
-1.157 1.884 -0.369
-0.735 1.219 -1.553
0.787 -0.865 0.965
0.456 -1.096 -0.102
-0.113 0.743 1.176
0.348 -0.415 -0.414
0.420 -1.150 0.140
0.369 -0.509 0.304
-3.636 0.431 1.030
1.415 0.962 -0.754
-0.728 1.064 -0.729
1.654 -1.710 0.734
0.683 0.142 -0.111
0.261 -0.376 -0.425
0.521 0.080 -0.291
0.136 -0.838 0.380
-0.219 -1.291 0.939
0.412 1.183 -0.933
0.195 0.498 -0.043
-1.636 0.214 1.614
-0.649 0.151 0.386
2.258 0.054 -0.549
2.270 1.629 0.624
-2.076 -0.204 -0.192
-0.112 0.251 1.182
0.251 0.363 -0.136
-0.115 -0.590 -0.506
-0.343 0.169 -0.163
0.262 -0.017 -0.177
0.308 0.219 0.369
-0.304 0.307 -0.096
0.179 -0.676 -0.268
0.151 -0.303 0.029
-0.184 -0.220 -0.472
0.044 -0.753 -0.352
-0.045 -0.600 -0.001
-0.448 -0.621 0.022
-0.141 -0.280 -0.920
0.098 0.126 0.153
-0.133 0.006 -0.132
0.116 0.102 0.051
-0.487 0.458 -0.242
0.437 -0.098 0.382
0.001 0.079 -0.404
-0.405 -0.077 -0.248
0.343 -0.135 0.023
-0.932 -0.560 0.403
2.164 0.311 -0.613
1.098 -0.331 -1.665
-0.049 -2.312 0.513
0.552 0.466 0.079
-0.843 1.610 -1.071
-2.820 0.748 0.976
1.720 0.062 -0.538
0.800 -0.480 0.430
-0.167 -0.192 0.283
-0.278 0.564 1.456
0.283 -0.312 0.080
-0.207 -0.153 -0.333
-0.028 0.058 0.017
-0.275 0.247 0.438
0.111 -0.413 -0.056
0.037 -0.058 0.068
-0.176 0.357 -0.146
-0.706 -0.185 -1.062
-0.093 0.241 0.177
0.200 -0.172 -0.012
-0.208 0.081 -0.056
-0.134 0.038 0.520
0.754 0.075 -0.298
0.373 -0.270 0.538
-0.560 -0.169 0.159
-0.445 0.347 -0.161
-0.363 -0.088 -0.658
0.446 0.668 0.311
-0.347 -0.170 0.314
-0.099 -0.015 -1.099
1.434 1.669 0.755
0.759 -0.419 -0.111
0.626 -0.453 0.100
0.659 0.645 0.691
-1.255 0.007 -0.796
0.773 0.246 3.710
-1.717 -0.187 -2.051
-0.628 -1.140 -0.719
0.851 1.150 -0.443
-0.092 -2.536 -1.308
0.154 0.181 0.787
0.179 -0.175 0.460
-0.844 -0.128 -0.287
0.213 0.064 -0.487
-0.370 0.279 0.079
-0.339 0.005 0.462
-0.004 -0.081 -0.355
0.018 0.010 0.545
-0.832 0.440 -0.092
0.018 0.461 0.905
0.627 0.285 -0.435
0.102 -0.007 -0.416
-0.553 -0.563 -0.397
0.773 0.112 0.068
-0.486 -0.774 0.281
0.191 0.225 -0.014
-0.010 0.448 0.062
-0.066 -0.252 0.035
-0.168 0.482 -0.222

***

Number 1: E_LUMO 2.173 eV. Number 2: E_LUMO 2.230 eV.